A 4-piece molecular cluster, C31H40N6O6 overall, computed with ωB97M-V with the def2-TZVPD basis set.

The LUMO energy is -1.371 eV. The value obtained for the HOMO energy is -8.73 eV.

Cartesian coordinates (Å):
C 7.60 2.78 -0.09
C 6.66 3.67 0.02
C 5.37 4.60 0.27
C 4.09 4.11 -0.62
N 3.49 2.87 -0.23
C 2.34 2.52 -1.03
C 1.57 1.16 -0.68
O 2.09 0.40 0.45
N 3.29 -0.13 0.02
O 4.00 -0.34 0.95
C 0.33 0.64 -1.47
C -0.47 -0.73 -1.21
C 0.47 -2.03 -1.05
C -1.57 -0.62 0.00
C -0.97 0.07 1.34
C -0.17 1.55 -2.69
O -1.33 1.20 -3.51
C 0.57 2.89 -3.02
C 1.84 3.42 -2.21
N 2.43 4.66 -2.67
C 3.55 4.96 -1.83
C 4.37 6.33 -2.18
C 3.59 7.66 -1.72
O 4.09 8.57 -0.99
O 2.24 7.81 -2.23
C 1.27 7.87 -1.17
C 0.06 6.78 -1.14
O 1.24 8.76 -0.26
H 8.56 2.15 0.04
H 5.04 4.43 1.37
H 5.59 5.72 0.17
H -1.11 -0.92 -2.16
H -0.05 -2.91 -0.49
H 0.71 -2.43 -2.11
H 1.47 -1.84 -0.51
H -2.04 -1.66 0.19
H -2.41 0.07 -0.41
H -0.55 1.12 1.19
H -1.87 0.18 2.07
H -0.25 -0.66 1.86
H -1.58 2.09 -3.89
H 0.18 3.51 -3.91
H 5.47 6.29 -1.86
H 4.38 6.36 -3.35
H 0.44 5.71 -1.25
H -0.52 6.84 -0.13
H -0.74 6.99 -1.95
C 2.45 -4.75 -4.38
C 1.64 -5.90 -3.80
C 0.26 -6.04 -4.45
C -0.54 -4.78 -4.24
N -1.17 -3.79 -4.07
H 1.97 -3.79 -4.21
H 3.44 -4.71 -3.91
H 2.60 -4.88 -5.46
H 1.52 -5.75 -2.72
H 2.19 -6.83 -3.94
H -0.28 -6.89 -4.02
H 0.36 -6.22 -5.53
C -3.70 -4.33 2.60
C -2.29 -4.90 2.44
C -1.35 -4.49 3.58
C -1.22 -2.99 3.62
N -1.12 -1.80 3.65
H -3.70 -3.23 2.57
H -4.34 -4.67 1.78
H -4.15 -4.65 3.54
H -1.88 -4.56 1.48
H -2.35 -5.99 2.40
H -0.37 -4.93 3.43
H -1.74 -4.84 4.54
C -4.41 -1.06 4.71
C -5.87 -0.94 4.28
C -6.85 -1.35 5.37
C -6.62 -2.79 5.74
N -6.44 -3.94 6.03
H -4.15 -2.10 4.94
H -3.75 -0.73 3.91
H -4.21 -0.45 5.59
H -6.03 -1.55 3.38
H -6.07 0.10 3.99
H -7.88 -1.23 5.02
H -6.72 -0.73 6.26



C31H41AsF6LiN2O5S2Si2Te as an isolated structure, computed with ωB97M-V with the def2-TZVPD basis set.

Its charge is -2. The LUMO energy (spin up / spin down) is 3.697 / 3.697 eV. Its multiplicity is 2. The value obtained for the HOMO energy (spin up / spin down) is -2.09 / -2.08 eV.

Cartesian coordinates (Å):
Li -0.88 1.19 0.57
F -3.87 -2.20 3.91
C -3.84 -1.48 2.80
F -3.69 -0.15 3.14
F -5.03 -1.64 2.22
S -2.42 -1.94 1.73
O -2.55 -1.20 0.51
O -1.31 -1.62 2.57
N -2.53 -3.51 1.60
S -3.70 -4.34 0.95
O -4.99 -3.74 0.82
O -3.60 -5.69 1.43
C -3.11 -4.49 -0.79
F -3.60 -5.56 -1.40
F -3.51 -3.43 -1.50
F -1.76 -4.63 -0.84
C -5.24 2.83 1.00
Si -4.10 3.05 -0.47
C -5.08 4.36 -1.42
C -4.15 1.53 -1.58
As -1.93 3.44 -0.04
Si -1.69 4.34 2.04
C -2.58 5.92 2.39
C -2.39 3.22 3.39
C 0.11 4.71 2.20
H -6.26 2.57 0.65
H -5.26 3.82 1.50
H -4.90 2.07 1.71
H -6.14 4.11 -1.44
H -4.72 4.55 -2.43
H -4.95 5.29 -0.85
H -5.13 1.22 -1.92
H -3.74 0.63 -1.09
H -3.54 1.60 -2.47
H -3.66 5.82 2.25
H -2.21 6.83 1.85
H -2.45 6.12 3.46
H -3.39 2.94 3.05
H -2.40 3.62 4.39
H -1.83 2.32 3.42
H 0.30 5.27 1.28
H 0.71 3.80 2.08
H 0.40 5.25 3.09
C 3.86 -2.17 -7.46
C 3.43 -1.82 -6.07
C 2.68 -2.75 -5.38
C 2.20 -2.53 -4.07
C 1.26 -3.49 -3.43
C 2.51 -1.31 -3.47
Te 1.63 -0.62 -1.65
N 0.99 0.91 1.10
C 2.22 1.07 1.53
O 3.24 1.12 0.79
C 2.34 1.28 3.02
C 1.57 0.67 4.02
C 1.77 1.05 5.34
C 2.63 2.04 5.68
C 3.48 2.56 4.72
C 3.36 2.17 3.41
C 2.06 -2.31 -0.57
C 0.94 -2.84 0.06
C 1.02 -3.88 0.99
C 2.29 -4.43 1.17
C 3.44 -3.94 0.52
C 3.34 -2.85 -0.35
C 4.55 -2.25 -1.04
C 3.46 -0.44 -4.07
C 3.95 0.79 -3.36
C 3.84 -0.71 -5.35
H 3.10 -1.89 -8.19
H 3.97 -3.25 -7.52
H 4.79 -1.67 -7.76
H 2.36 -3.62 -5.90
H 1.06 -4.34 -4.08
H 0.33 -2.99 -3.15
H 1.66 -3.92 -2.54
H 0.82 -0.09 3.84
H 1.15 0.61 6.13
H 2.70 2.37 6.72
H 4.26 3.28 4.98
H 4.03 2.43 2.55
H -0.02 -2.33 -0.12
H 0.11 -4.21 1.50
H 2.45 -5.26 1.84
H 4.38 -4.34 0.76
H 5.44 -2.54 -0.48
H 4.44 -1.16 -1.01
H 4.65 -2.52 -2.10
H 4.40 0.56 -2.41
H 3.18 1.54 -3.18
H 4.71 1.31 -3.95
H 4.55 -0.07 -5.80



C31H41AsIN6O4ReSSi2 as an isolated structure, computed with ωB97M-V with the def2-TZVPD basis set.

Its charge is +1. The LUMO energy (spin up / spin down) is -3.947 / -3.528 eV. Its multiplicity is 2. The value obtained for the HOMO energy (spin up / spin down) is -10.21 / -9.97 eV. The energy above the lowest of the compared OMol25 structures with the same formula, charge and spin comes out at 29.3 kcal/mol.

Cartesian coordinates (Å):
Re 0.25 0.20 0.69
C 0.84 -0.21 5.12
C 0.26 -0.62 3.80
O 0.60 0.00 2.78
N -0.61 -1.63 3.79
C -1.17 -2.20 2.57
C -2.25 -1.35 1.96
C -3.59 -1.64 2.18
C -4.56 -0.85 1.60
C -4.17 0.22 0.81
C -2.82 0.45 0.63
N -1.87 -0.32 1.19
H 1.91 -0.06 5.01
H 0.65 -0.94 5.91
H 0.40 0.75 5.41
H -0.84 -2.05 4.68
H -1.57 -3.18 2.83
H -0.37 -2.35 1.84
H -3.86 -2.49 2.80
H -5.61 -1.06 1.76
H -4.89 0.87 0.33
H -2.47 1.26 0.01
N 0.90 -4.44 -0.28
C -0.34 -4.09 -0.81
C -0.88 -4.99 -1.74
C -2.08 -4.72 -2.33
C -2.74 -3.54 -1.98
C -2.15 -2.73 -1.04
N -0.97 -2.98 -0.45
C 1.86 -3.83 0.51
C 3.08 -4.54 0.59
C 4.07 -4.07 1.41
C 3.86 -2.90 2.13
C 2.66 -2.26 1.95
N 1.66 -2.69 1.15
H 1.24 -5.30 -0.68
H -0.33 -5.89 -2.00
H -2.51 -5.40 -3.05
H -3.69 -3.27 -2.42
H -2.62 -1.81 -0.76
H 3.22 -5.44 0.01
H 5.01 -4.61 1.49
H 4.61 -2.49 2.79
H 2.48 -1.31 2.44
O 4.24 0.51 -1.04
S 3.15 -0.38 -0.71
N 2.06 0.23 0.13
C 1.40 5.13 2.69
Si 1.89 3.50 1.94
C 3.16 3.68 0.58
C 2.56 2.36 3.26
As -0.05 2.56 0.92
Si -0.17 3.64 -1.20
C -1.90 3.36 -1.87
C 1.18 3.03 -2.34
C 0.01 5.47 -0.87
H 2.29 5.64 3.07
H 0.72 4.98 3.53
H 0.92 5.79 1.97
H 4.10 4.01 1.02
H 2.87 4.42 -0.17
H 3.34 2.74 0.07
H 3.46 2.81 3.68
H 2.82 1.38 2.85
H 1.84 2.22 4.06
H -2.15 2.31 -1.91
H -1.97 3.75 -2.89
H -2.63 3.89 -1.26
H 1.55 2.04 -2.08
H 2.03 3.71 -2.32
H 0.80 3.00 -3.37
H -0.76 5.84 -0.19
H -0.10 6.01 -1.82
H 0.99 5.74 -0.47
I -3.35 0.10 -7.61
C -2.26 -0.06 -5.84
C -2.90 0.13 -4.62
C -2.17 0.04 -3.45
C -0.81 -0.27 -3.48
C -0.19 -0.49 -4.71
C -0.91 -0.37 -5.89
C 0.00 -0.40 -2.23
O 0.96 -1.15 -2.19
O -0.46 0.28 -1.21
H -3.96 0.36 -4.59
H -2.66 0.19 -2.50
H 0.86 -0.74 -4.72
H -0.42 -0.53 -6.84



Number 1: total energy -54005.968 eV. Number 2: total energy -168100.668 eV. Number 3: total energy -147600.963 eV.